# 1
Formula: C4H9NO4
Source: the Open Molecules 2025 dataset
Level of theory: ωB97M-V/def2-TZVPD

Geometry as XYZ:
```
18
Properties=species:S:1:pos:R:3
O -1.114 -1.799 -1.976
C -0.130 -1.850 -1.276
N 0.243 -0.728 -0.536
C -0.573 0.394 -0.163
C -0.775 0.740 1.327
O -0.190 0.147 2.214
C 0.361 1.766 -0.332
O -0.383 2.699 -1.117
H 0.658 -2.624 -1.253
H 1.103 -0.844 0.025
H -1.359 0.701 -0.845
H -1.430 1.553 1.654
H 1.257 1.536 -0.901
H 0.717 2.255 0.569
H 0.111 2.899 -1.908
O 1.826 -1.459 1.558
H 1.419 -2.214 1.981
H 1.188 -0.737 1.768
```

The strongest force on any atom comes out at 3.77 eV/A. For the HOMO-LUMO gap, the calculation gives 10.1 eV. Its energy above the lowest of the compared OMol25 structures with the same formula, charge and spin is 255.75 kJ/mol. The LUMO energy is 0.6 eV. Its total energy is -513.48014 a.u. Its SMILES is O=CN[C@@H](C=O)CO.O.

---

# 2
Formula: C8H18F5N2O3SSi
Source: the Open Molecules 2025 dataset
Level of theory: ωB97M-V/def2-TZVPD

Geometry as XYZ:
```
38
Properties=species:S:1:pos:R:3
C 3.643 1.660 0.425
Si 3.323 -0.182 0.020
C 4.674 -0.764 -1.245
C 3.538 -1.355 1.539
O 1.798 -0.496 -0.750
C 0.760 0.414 -0.292
C -0.592 -0.145 -0.935
N -1.784 0.785 -0.835
C -1.857 1.597 0.428
N -1.356 3.000 0.197
S -3.224 -0.240 -1.092
O -2.864 -1.147 -2.215
O -4.344 0.713 -1.414
C -3.662 -1.085 0.502
F -4.504 -0.215 1.244
F -2.548 -1.317 1.356
C -4.447 -2.477 0.374
F -3.673 -3.479 0.993
F -4.871 -2.813 -0.897
F -5.615 -2.394 1.165
H 4.784 1.778 0.510
H 3.272 2.335 -0.415
H 3.126 1.908 1.415
H 4.145 -1.412 -2.026
H 5.417 -1.456 -0.720
H 5.197 0.111 -1.755
H 4.499 -1.128 2.103
H 3.574 -2.413 1.112
H 2.617 -1.291 2.207
H 0.679 0.232 0.844
H 0.981 1.505 -0.518
H -0.816 -1.193 -0.523
H -0.374 -0.300 -2.053
H -1.688 1.464 -1.625
H -2.967 1.727 0.714
H -1.357 1.120 1.327
H -1.319 3.497 1.108
H -2.166 3.455 -0.271
```

The strongest force on any atom comes out at 8.33 eV/A. For the HOMO-LUMO gap, the calculation gives 7.8 eV. The LUMO energy is -5.0 eV. Its total charge is +1. Its total energy is -1837.50822 a.u. Its SMILES is C[Si](C)(C)OCC[N@H+](CN)S(=O)(=O)C(F)(F)C(F)(F)F.

---

# 3
Formula: H18O9
Source: the Open Molecules 2025 dataset
Level of theory: ωB97M-V/def2-TZVPD

Geometry as XYZ:
```
27
Properties=species:S:1:pos:R:3
O -2.004 1.464 2.269
H -1.976 0.502 2.201
H -1.547 1.668 3.094
O 1.232 0.900 1.206
H 1.632 1.520 1.823
H 1.747 0.987 0.385
O 3.314 -1.721 -2.087
H 2.393 -2.043 -2.099
H 3.857 -2.450 -2.403
O -4.571 0.068 -0.375
H -3.658 0.121 -0.689
H -4.525 -0.494 0.405
O 0.377 -0.971 3.203
H 0.326 -0.392 2.425
H 1.315 -0.998 3.412
O -0.878 0.073 -0.508
H -0.329 0.465 0.189
H -0.269 -0.496 -1.012
O 0.435 -2.128 -1.799
H 0.519 -3.050 -1.520
H 0.356 -2.160 -2.763
O -1.487 2.848 -0.243
H -1.252 1.986 -0.623
H -1.840 2.614 0.631
O 2.206 0.825 -1.424
H 2.351 1.002 -2.357
H 2.274 -0.139 -1.341
```

The strongest force on any atom comes out at 0.75 eV/A. For the HOMO-LUMO gap, the calculation gives 9.5 eV. Its energy above the lowest of the compared OMol25 structures with the same formula, charge and spin is 194.29 kJ/mol. The LUMO energy is -0.4 eV. Its total energy is -687.95179 a.u. Its SMILES is O.O.O.O.O.O.O.O.O.

---

# 4
Formula: C22H29ClIN3O2PS
Source: the Open Molecules 2025 dataset
Level of theory: ωB97M-V/def2-TZVPD

Geometry as XYZ:
```
60
Properties=species:S:1:pos:R:3
C -3.233 2.441 5.170
C -2.199 1.480 4.613
Cl -1.378 0.639 5.983
C -2.814 0.457 3.634
C -2.293 0.633 2.231
C -0.942 0.366 2.008
C -0.354 0.531 0.769
C -1.122 0.991 -0.306
C -2.494 1.239 -0.124
P -3.535 1.772 -1.514
N -4.803 0.882 -1.815
C -3.050 1.060 1.149
I -5.076 1.552 1.433
S -0.290 1.225 -1.857
C 1.254 1.802 -1.221
C 1.964 2.790 -1.890
C 3.166 3.230 -1.370
C 3.647 2.703 -0.178
C 2.931 1.716 0.483
C 1.739 1.250 -0.044
N 1.026 0.207 0.623
C 1.204 -1.097 -0.036
C 1.090 -2.234 0.944
O 1.403 -2.171 2.117
N 0.588 -3.424 0.341
C 1.081 -4.638 0.980
C -0.872 -3.360 0.305
H -4.090 1.896 5.566
H -3.566 3.104 4.369
H -2.807 3.059 5.960
H -1.411 2.043 4.116
H -2.572 -0.545 3.982
H -3.894 0.584 3.654
H -0.309 0.009 2.813
H -2.650 1.889 -2.585
H -3.794 3.114 -1.178
H -4.732 0.524 -2.762
H 1.587 3.203 -2.818
H 3.721 3.997 -1.897
H 4.580 3.052 0.243
H 3.280 1.279 1.409
H 0.502 -1.269 -0.854
H 2.187 -1.163 -0.532
H 1.097 -4.565 2.070
H 2.081 -4.866 0.614
H 0.431 -5.470 0.705
H -1.191 -2.492 -0.273
H -1.256 -4.250 -0.192
H -1.306 -3.303 1.313
C 1.280 -1.413 -4.366
C 2.484 -0.844 -3.581
C 3.723 -0.904 -4.500
O 2.678 -1.505 -2.420
H 1.463 -2.466 -4.596
H 0.375 -1.345 -3.756
H 1.097 -0.877 -5.309
H 2.263 0.258 -3.462
H 3.949 -1.948 -4.734
H 4.584 -0.470 -3.986
H 3.578 -0.358 -5.445
```

The strongest force on any atom comes out at 0.85 eV/A. For the HOMO-LUMO gap, the calculation gives 5.2 eV. The LUMO energy is 2.0 eV. Its total charge is -1. Its total energy is -2667.86508 a.u.

---

# 5
Formula: CH10CeN3O3
Source: the Open Molecules 2025 dataset
Level of theory: ωB97M-V/def2-TZVPD

Geometry as XYZ:
```
18
Properties=species:S:1:pos:R:3
C -0.089 2.672 -0.530
Ce 0.141 0.473 -0.066
N 0.401 -2.475 1.698
N -1.568 0.283 -2.035
H -0.151 -1.721 2.173
H 0.478 -2.139 0.711
H 0.863 3.124 -0.198
H -0.901 3.051 0.116
H -0.279 2.918 -1.584
H -2.494 0.040 -1.670
H -1.351 -0.364 -2.796
H -1.646 1.222 -2.439
H -0.097 -3.363 1.742
H 1.370 -2.528 2.073
O 2.800 -1.353 1.629
N 2.083 -0.674 0.901
O 2.479 0.505 0.528
O -0.793 -0.087 1.458
```

The strongest force on any atom comes out at 2.41 eV/A. For the HOMO-LUMO gap, the calculation gives 8.2 eV. Its energy above the lowest of the compared OMol25 structures with the same formula, charge and spin is 137.45 kJ/mol. The LUMO energy is -4.4 eV. Its total charge is +1. Its total energy is -908.87640 a.u.

---

- Which of these has the lowest strongest force on any atom?
  H18O9